{
  "formula": "H14O7",
  "method": "wB97M-V/def2-TZVPD",
  "species": ["H", "H", "H", "H", "H", "H", "H", "H", "H", "H", "H", "H", "H", "H", "O", "O", "O", "O", "O", "O", "O"],
  "coordinates": [[0.3796, -0.2534, -0.5817], [-0.0614, 1.1925, -0.4239], [-1.8039, -0.0534, 2.4367], [-1.6331, -1.2441, 1.5077], [0.6057, 1.9331, 3.4560], [-0.8741, 2.2609, 3.5691], [-0.1797, -1.5520, -5.1415], [0.3058, -1.1599, -3.7557], [1.7946, 3.5360, 1.4719], [0.7757, 2.4669, 1.1127], [3.4777, -1.9559, 0.1203], [3.3050, -0.6363, 0.8544], [-2.1129, -2.2523, -1.7368], [-3.3184, -2.7258, -2.5321], [-0.3596, 0.2871, -0.2811], [-2.0847, -0.9671, 2.3128], [-0.2247, 1.8757, 2.9701], [-0.2569, -0.8576, -4.4775], [0.9870, 3.3956, 0.9649], [3.9697, -1.2930, 0.6178], [-2.6914, -1.9970, -2.4641]],
  "atomic_forces_ev_per_a": [[-0.1, 0.1, 0.0], [-0.2, 0.0, -0.1], [0.1, 0.0, -0.1], [-0.1, 0.2, 0.1], [-0.1, -0.1, 0.0], [0.0, 0.1, -0.1], [-0.1, 0.1, 0.0], [-0.1, 0.1, -0.1], [-0.1, 0.1, -0.1], [-0.2, 0.2, 0.3], [0.1, 0.0, 0.1], [0.1, 0.0, 0.0], [-0.1, 0.1, 0.0], [0.0, 0.1, 0.0], [0.3, -0.1, 0.1], [0.0, -0.1, 0.0], [-0.1, -0.2, 0.3], [0.3, -0.1, 0.0], [0.4, 0.0, -0.3], [-0.2, 0.0, -0.1], [0.0, -0.2, 0.1]],
  "e_homo_ev": -11.065,
  "lumo_energy_ha": -0.009,
  "e_tot_ev": -14559.089,
  "e_above_lowest_kj_mol": 228.9,
  "charge": 0,
  "smiles": "O.O.O.O.O.O.O",
  "gap_ev": 10.8,
  "spin_multiplicity": 1
}